Formula: C10H20ClIO3PRh
Source: the OMol25 dataset
Level of theory: wB97M-V/def2-TZVPD

Structure (ORCA input):
```
! wB97M-V def2-TZVPD RIJCOSX def2/J DEFGRID3
* xyz 2 5
C -3.41 1.69 -3.81
C -2.96 0.98 -2.57
H -4.00 0.99 -4.42
H -2.53 2.01 -4.39
H -4.01 2.56 -3.56
O -2.84 -0.22 -2.46
I -2.84 2.38 -0.76
Rh -0.87 0.75 -0.60
P 0.87 -0.48 -1.27
C 0.66 -2.22 -0.80
C 0.83 -0.36 -3.09
H 2.70 1.02 -0.90
H 3.28 -0.64 -1.29
H 2.65 -0.25 0.35
C 2.55 -0.05 -0.72
H 0.94 0.70 -3.36
H 1.66 -0.96 -3.51
H 1.45 -2.82 -1.25
H -0.32 -2.58 -1.14
H -0.14 -0.73 -3.45
H 0.70 -2.29 0.30
C -1.88 -0.70 -0.11
O -2.55 -1.61 0.15
Cl 0.57 2.60 -0.92
C 0.59 0.85 4.07
C 1.14 -0.59 4.17
C 1.04 -1.18 2.75
O 0.36 -0.25 1.90
C 0.17 1.01 2.60
H -0.27 1.01 4.72
H 1.37 1.58 4.30
H 0.53 -1.19 4.86
H 2.17 -0.60 4.52
H 2.04 -1.37 2.33
H 0.48 -2.12 2.75
H -0.89 1.30 2.51
H 0.77 1.78 2.07
*
```

The HOMO-LUMO gap (spin up / spin down) comes out at 6.4 / 4.4 eV. For the LUMO energy (spin up / spin down), the calculation gives -7.8 / -11.7 eV. The relative energy (zero: lowest compared OMol25 entry of this formula, charge and spin) comes out at 29.53 kcal/mol. The calculation puts the HOMO energy (spin up / spin down) at -14.18 / -16.10 eV.


Formula: C10H20ClNO2
Source: the OMol25 dataset
Level of theory: wB97M-V/def2-TZVPD

Structure (ORCA input):
```
! wB97M-V def2-TZVPD RIJCOSX def2/J DEFGRID3
* xyz 0 1
C -3.06 -1.54 -0.77
C -3.95 -1.58 0.47
C -1.58 -1.48 -0.57
C -4.08 -0.12 1.07
C -1.79 0.76 0.33
C 3.79 0.19 -1.28
C 2.46 -0.07 -0.60
C 2.51 0.51 0.88
C 1.15 0.99 1.37
C 0.35 1.98 0.52
N -1.03 1.84 0.79
O -1.06 -0.12 -0.35
O -2.82 0.49 1.23
Cl -2.75 1.68 -1.40
H -3.30 -2.54 -1.31
H -3.42 -0.82 -1.41
H -4.93 -1.98 0.29
H -3.38 -2.31 1.17
H -1.28 -2.14 0.27
H -1.13 -1.82 -1.46
H -4.76 0.41 0.35
H -4.52 -0.27 2.06
H 3.93 1.28 -1.20
H 4.67 -0.28 -0.80
H 3.86 -0.14 -2.31
H 2.36 -1.22 -0.64
H 1.66 0.36 -1.17
H 3.26 1.38 0.93
H 2.79 -0.35 1.46
H 1.32 1.61 2.32
H 0.45 0.17 1.64
H 0.40 1.70 -0.62
H 0.64 3.05 0.71
H -1.53 2.42 1.47
*
```

The HOMO-LUMO gap comes out at 9.4 eV. For the LUMO energy, the calculation gives 0.8 eV. The relative energy (zero: lowest compared OMol25 entry of this formula, charge and spin) comes out at 0.00 kcal/mol. The calculation puts the HOMO energy at -8.61 eV. The SMILES is CCCCCNC1(Cl)OCCCCO1.


Formula: C10H20F11PSSb
Source: the OMol25 dataset
Level of theory: wB97M-V/def2-TZVPD

Structure (ORCA input):
```
! wB97M-V def2-TZVPD RIJCOSX def2/J DEFGRID3
* xyz -1 1
C 2.93 0.03 0.03
C 2.08 -0.62 1.21
F 2.64 -0.11 2.47
Sb -0.10 -0.10 1.16
C -0.71 -1.79 2.42
C -0.17 -3.24 1.95
F 0.21 -4.02 3.12
C -0.45 -1.25 -0.72
C -1.55 -0.46 -1.56
C -1.20 -0.31 -3.14
F -0.60 -1.52 -3.52
F -2.49 -0.15 -3.74
C -0.28 0.98 -3.29
F 0.83 0.97 -2.42
F -1.01 2.12 -2.90
S 0.43 1.31 -5.00
F 1.58 2.32 -4.32
F 1.56 0.07 -4.87
F -0.55 0.23 -5.77
F -0.67 2.57 -5.17
F 1.01 1.75 -6.49
P 0.15 1.52 3.06
C -1.35 2.71 2.94
C -0.02 0.73 4.75
H 4.01 0.04 0.38
H 2.61 1.09 -0.23
H 2.90 -0.59 -0.94
H 2.29 -1.74 1.20
H 0.35 1.26 0.10
H -1.80 0.41 1.05
H -1.85 -1.87 2.35
H -0.47 -1.74 3.53
H -1.06 -3.81 1.50
H 0.65 -3.20 1.16
H -0.84 -2.31 -0.58
H 0.53 -1.33 -1.30
H -1.81 0.57 -1.12
H -2.53 -1.06 -1.47
H -1.90 2.50 1.96
H -1.00 3.79 2.95
H -2.12 2.52 3.77
H 0.76 -0.05 5.01
H -1.04 0.23 4.90
H 0.06 1.54 5.56
*
```

The HOMO-LUMO gap comes out at 4.7 eV. For the LUMO energy, the calculation gives 1.1 eV. The relative energy (zero: lowest compared OMol25 entry of this formula, charge and spin) comes out at 77.11 kcal/mol. The calculation puts the HOMO energy at -3.61 eV.


Formula: C10H20N
Source: the OMol25 dataset
Level of theory: wB97M-V/def2-TZVPD

Structure (ORCA input):
```
! wB97M-V def2-TZVPD RIJCOSX def2/J DEFGRID3
* xyz 1 1
C 0.84 0.37 0.13
C 0.11 -0.97 0.05
C -1.45 -0.75 -0.05
C -1.61 0.72 0.22
C 0.56 -1.84 1.25
C -1.99 -1.28 -1.42
C -1.81 1.18 1.55
C -2.01 1.52 -0.91
C 2.71 1.76 -0.01
C 3.05 -0.62 -0.51
N 2.05 0.46 -0.06
H 0.48 -1.67 -0.71
H -2.13 -1.24 0.70
H -0.24 -2.53 1.56
H 0.79 -1.32 2.20
H 1.47 -2.41 0.97
H -1.35 -1.64 -2.11
H -2.49 -0.47 -2.00
H -2.69 -2.06 -1.18
H -1.42 0.71 2.42
H -2.97 1.31 1.70
H -1.61 2.26 1.74
H -1.75 2.53 -0.79
H -3.17 1.41 -0.89
H -1.74 1.00 -1.88
H 3.00 2.00 -1.07
H 3.63 1.75 0.70
H 1.96 2.46 0.38
H 3.71 -0.91 0.20
H 3.66 -0.29 -1.28
H 2.43 -1.44 -0.89
*
```

The HOMO-LUMO gap comes out at 7.7 eV. For the LUMO energy, the calculation gives -4.4 eV. The relative energy (zero: lowest compared OMol25 entry of this formula, charge and spin) comes out at 66.65 kcal/mol. The calculation puts the HOMO energy at -12.15 eV.


Q: Which of these has the lowest relative energy (zero: lowest compared OMol25 entry of this formula, charge and spin)?
A: C10H20ClNO2